Entry 1:
ORCA calculation (wB97M-V/def2-TZVPD) on the molecule C7H14N2O4S.

Structure (XYZ):
```
28
Properties=species:S:1:pos:R:3:forces:R:3
H -3.3278 -1.8281 -0.8010 -0.91 -0.39 -0.04
N -2.8322 -0.9597 -0.7602 -1.55 0.84 -0.97
C -1.7663 -1.1343 -0.1560 4.49 1.46 -1.27
N -1.3063 -2.2397 0.4115 -1.75 -1.32 0.05
C -0.7390 0.2085 -0.1111 -1.01 1.90 0.21
O -1.5301 1.2629 -0.6957 -0.59 -1.14 -0.04
C -0.6179 0.3816 1.3720 1.13 -1.08 -0.47
C -1.5867 0.2428 2.2341 0.75 0.09 0.24
C 0.7893 0.7537 -0.6978 -0.62 -3.88 -0.01
C 0.9059 0.5055 -2.2038 1.63 -2.04 0.71
C 1.0747 2.1031 -0.2083 0.03 1.37 1.27
S 2.1418 -0.4784 0.0187 -1.46 -1.17 -1.10
O 1.4728 -1.7587 0.2814 0.77 0.80 -1.09
O 3.3339 -0.4455 -0.8199 -1.04 -0.03 1.18
O 2.5266 -0.0562 1.5136 -0.64 1.74 -0.67
H -0.3916 -2.3494 0.6957 2.24 0.17 0.52
H -1.8160 -3.1013 0.3056 -0.19 0.13 0.00
H -2.3910 0.8428 -0.9881 0.93 0.21 0.32
H 0.3724 0.1396 1.7222 0.23 0.97 0.48
H -1.2591 0.1847 3.2386 -0.45 -0.07 1.08
H -2.5391 -0.0305 1.8945 -1.63 0.33 0.06
H 1.5592 -0.4658 -2.2889 -1.29 1.97 -0.66
H -0.0649 0.2964 -2.5574 -1.14 -0.35 -0.54
H 1.2978 1.3164 -2.8131 0.39 0.02 0.36
H 1.9223 2.5385 -0.7964 -1.01 -0.05 0.36
H 0.0771 2.6373 -0.2571 1.53 -0.01 -0.10
H 1.4217 2.0537 0.8584 -0.52 0.36 -0.88
H 3.2725 -0.6200 1.6087 1.68 -0.83 0.98
```
Positions in Å, forces in eV/Å.

Results
Frontier orbital gap (eV): 10.04
E_LUMO (eV): 0.465
E (eV): -29487.94960

Atom charges from the Mulliken analysis, given in e for atoms 1 to 6: atom 1 (H): 0.270, atom 2 (N): -0.684, atom 3 (C): -0.050, atom 4 (N): -0.220, atom 5 (C): 0.830, atom 6 (O): -0.628


Entry 2:
ORCA calculation (wB97M-V/def2-TZVPD) on a structure of composition C31H38BeNO2.

Structure (XYZ):
```
73
Properties=species:S:1:pos:R:3:forces:R:3
O 0.0330 -0.4331 -6.0016 -0.09 0.46 -1.47
C -0.0908 0.8630 -6.6719 0.07 0.26 0.49
C -0.2961 0.2615 -8.0603 0.18 -0.70 0.85
H 0.8432 1.4291 -6.5725 -0.30 0.05 0.16
H -0.9553 1.4320 -6.3039 0.36 -0.07 0.15
C -0.1047 -1.0877 -7.2945 -0.10 0.17 -1.06
H 0.5149 0.4618 -8.7671 -0.46 0.10 -0.06
H -1.3092 0.3751 -8.4583 0.39 0.14 -0.18
C 1.1480 -1.8031 -7.7571 -0.03 -0.20 0.03
H 2.0076 -1.1251 -7.7831 -0.10 -0.15 0.13
H 0.9625 -2.1604 -8.7811 0.15 0.03 0.24
H 1.3659 -2.6668 -7.1209 0.09 0.12 -0.05
C -1.3213 -1.9781 -7.4044 0.05 -0.20 0.02
H -2.2334 -1.4368 -7.1361 0.13 -0.13 0.09
H -1.2046 -2.8665 -6.7769 -0.17 0.08 0.00
H -1.4074 -2.3000 -8.4532 -0.05 0.02 0.28
Be -0.2550 -0.6557 2.8215 -0.16 0.34 0.50
C -2.2130 -1.1478 2.8352 -0.62 0.62 -0.42
C -2.1981 0.2923 2.9902 -0.63 0.00 -0.97
C -2.4464 0.8693 1.7144 -0.39 -0.66 0.31
H -2.1808 0.8294 3.9377 0.35 -0.13 -0.38
C -2.7192 -0.1812 0.7884 -0.21 -0.35 1.38
C -2.6226 -1.4080 1.4785 0.01 0.70 -0.25
H -2.8526 -2.3827 1.0469 0.36 0.23 0.17
H -2.2418 -1.8762 3.6520 -0.01 0.34 -0.32
H -2.4695 1.9298 1.4819 0.07 -0.17 0.15
H -3.0349 -0.0465 -0.2380 0.22 -0.05 -0.05
C 0.6597 -2.2673 3.1542 0.04 -0.17 -0.67
C -0.1111 -3.0177 2.1975 1.13 -0.82 -0.35
C 0.3739 -2.7341 0.9095 -0.16 -0.51 0.63
H -0.9040 -3.7399 2.4374 0.38 0.54 -0.11
C 1.4110 -1.7742 1.0132 0.31 -0.06 0.85
C 1.5976 -1.4708 2.3832 0.56 -1.10 -0.68
H 2.4546 -0.9325 2.8029 -0.64 0.01 -0.21
H 0.7607 -2.4803 4.2220 -0.25 0.22 -0.44
H 0.0704 -3.2329 -0.0106 -0.22 0.38 0.25
H 2.0357 -1.4155 0.1905 -0.45 0.09 0.36
O -0.0941 -0.0808 -0.8350 0.00 0.40 -0.98
C -0.4788 -0.9982 -1.8723 0.16 -0.08 0.39
C -0.7577 -0.1670 -3.1174 -0.43 0.01 0.20
H -1.3580 -1.5592 -1.5241 0.20 0.18 -0.03
H 0.3292 -1.7350 -2.0433 -0.10 0.30 0.09
C 0.1039 1.0806 -2.9245 0.34 -0.36 0.15
H -1.8153 0.1140 -3.1121 -0.01 0.06 -0.05
H -0.5510 -0.6990 -4.0418 -0.03 0.08 0.19
C 0.1619 1.2164 -1.4041 -0.15 -0.01 0.53
H -0.2886 1.9676 -3.4194 -0.07 0.04 0.03
H 1.1132 0.9060 -3.3021 0.02 -0.05 -0.13
H -0.5929 1.9364 -1.0316 0.16 -0.33 -0.06
H 1.1450 1.5460 -1.0358 -0.21 0.01 -0.14
C 0.7057 4.6252 2.6215 -0.08 0.17 -0.04
C 0.4441 3.6457 1.6498 0.10 -0.17 0.39
C 0.3924 2.2956 1.9949 0.01 0.24 0.12
C 0.5645 1.9100 3.3467 0.07 -0.66 0.36
C 0.8336 2.9017 4.3123 -0.03 0.57 -0.08
C 0.8861 4.2484 3.9558 0.04 -0.49 -0.30
N 0.4182 0.5839 3.7159 0.17 0.22 -0.07
C 0.8513 0.1723 4.9865 -0.08 0.68 -0.07
C 2.1775 0.4130 5.4056 -0.26 -0.28 0.26
C 2.5879 0.0250 6.6786 -0.38 -0.03 -0.09
C 1.6612 -0.5570 7.5569 0.01 0.02 0.06
C 0.3320 -0.7546 7.1605 0.28 -0.16 -0.24
C -0.0699 -0.4347 5.8654 0.47 0.33 0.13
H 0.7667 5.6798 2.3444 -0.08 -0.30 0.02
H 0.2688 3.9436 0.6140 0.12 -0.08 0.23
H 0.1947 1.5206 1.2460 0.07 0.34 0.32
H 0.9924 2.6086 5.3517 -0.18 0.17 -0.35
H 1.0638 4.9892 4.7350 0.01 -0.05 -0.23
H 2.8561 0.9362 4.7250 -0.23 -0.28 0.21
H 3.6237 0.1982 6.9821 -0.34 -0.10 0.01
H 1.9732 -0.8520 8.5591 -0.07 0.11 -0.21
H -0.4039 -1.1674 7.8529 0.29 0.04 -0.10
H -1.1036 -0.5818 5.5377 0.40 0.06 0.10
```
Positions in Å, forces in eV/Å.

Results
Frontier orbital gap (eV): 5.50
Net charge: -1
E_LUMO (eV): 2.100
E (eV): -38749.24701

Atom charges from the Mulliken analysis, given in e for atoms 1 to 6: atom 1 (O): -0.362, atom 2 (C): -0.447, atom 3 (C): -0.813, atom 4 (H): 0.281, atom 5 (H): 0.257, atom 6 (C): 1.508


Entry 3:
ORCA calculation (wB97M-V/def2-TZVPD) on a cluster of 2 separate species, C8H10N2O in total.

Structure (XYZ):
```
21
Properties=species:S:1:pos:R:3:forces:R:3
C -2.7905 -0.3042 -1.4399 -0.91 -0.86 0.08
C -2.3672 0.2018 -0.2853 -1.62 -0.83 -1.04
C -2.6336 -0.2406 1.0841 0.54 -0.95 -0.45
C -1.5339 1.2700 -0.5377 -1.01 -2.21 1.62
N -0.8686 2.1333 -0.7537 3.35 4.41 -1.13
H -3.6603 -1.0131 -1.3731 1.26 0.43 -0.80
H -2.2197 0.0468 -2.3277 -1.31 -0.60 0.29
H -3.4518 -0.8825 1.2497 -1.36 -0.74 -0.50
H -2.7228 0.5219 1.7880 0.26 1.44 1.13
H -1.7780 -0.8684 1.2618 0.51 -0.04 0.85
C 3.4428 0.8070 0.0070 -1.52 -3.38 -1.50
C 2.1238 0.0295 0.0803 0.55 -1.41 -0.89
C 1.4461 -0.3332 1.2517 -0.81 0.44 -0.13
N 0.3981 -1.0898 1.0399 -0.03 0.18 0.17
O 0.3601 -1.3132 -0.3450 1.00 -0.31 0.91
C 1.4533 -0.7533 -0.8505 1.16 1.77 0.25
H 3.5630 1.4538 0.7945 0.22 1.89 1.42
H 4.2522 0.1053 -0.0179 0.60 -0.72 0.76
H 3.5528 1.1387 -0.9808 -0.14 1.71 -1.16
H 1.6989 0.0610 2.2190 -0.29 -0.29 0.42
H 1.7354 -0.9708 -1.8644 -0.44 0.06 -0.30
```
Positions in Å, forces in eV/Å.

Results
Frontier orbital gap (eV): 10.28
E_LUMO (eV): 0.846
E (eV): -13482.10185

Atom charges from the Mulliken analysis, given in e for atoms 1 to 6: atom 1 (C): -0.822, atom 2 (C): 0.737, atom 3 (C): -1.293, atom 4 (C): 0.244, atom 5 (N): -0.456, atom 6 (H): 0.262


Entry 4:
ORCA calculation (wB97M-V/def2-TZVPD) on a structure of composition C2HLiO2Tl.

Structure (XYZ):
```
7
Properties=species:S:1:pos:R:3:forces:R:3
O -1.2398 -1.5729 -0.8095 -0.30 -0.39 0.16
C -1.7758 -2.2985 -0.1285 -0.07 -0.09 0.04
Tl 0.2295 0.3407 -1.7354 0.00 0.59 0.23
C 0.1667 1.7403 1.0362 -5.29 -3.41 -4.17
O 1.1266 2.3719 0.8857 5.43 2.98 0.85
Li 2.5316 2.6839 -0.4454 -0.51 0.10 0.75
H -0.4352 1.0393 1.5868 0.74 0.22 2.14
```
Positions in Å, forces in eV/Å.

Results
Frontier orbital gap (spin up / spin down) (eV): 4.28 / 5.46
Net charge: +1
E_LUMO (spin up / spin down) (eV): -4.981 / -4.904
E (eV): -11073.35811

Atom charges from the Mulliken analysis, given in e for atoms 1 to 6: atom 1 (O): -0.009, atom 2 (C): 0.071, atom 3 (Tl): 0.305, atom 4 (C): -0.007, atom 5 (O): -0.557, atom 6 (Li): 0.922


We obtain largest force on an atom values of 4.89, 1.54, 5.65, 7.55 eV/A for the records listed above, in that order.